DFT (wB97M-V/def2-TZVPD) results for a structure of composition C3H6N2OS in a non-equilibrium geometry.

Values from the calculation:
Energy above the lowest of the compared OMol25 structures with the same formula, charge and spin = 597.4 kJ/mol
HOMO level (alpha / beta) = -9.06 / -9.06 eV
Total charge = 0
Gap between HOMO and LUMO (alpha / beta) = 7.6 / 7.6 eV

Geometry as XYZ:
```
13
Properties=species:S:1:pos:R:3:mulliken_charge:R:1
C -0.391 0.169 2.352 0.564
C 1.210 0.702 -1.687 -0.750
C -1.239 -0.552 -0.659 -0.713
N -1.395 -0.286 2.731 -0.554
N 0.555 0.776 1.636 -0.597
O 1.182 -1.458 -0.081 -0.523
S 0.514 -0.179 -0.374 0.833
H 2.223 0.507 -1.616 0.296
H 0.758 1.491 -2.263 0.301
H -1.602 -1.582 -1.146 0.297
H -1.703 -0.583 0.357 0.279
H -1.595 0.386 -1.151 0.276
H 1.483 0.609 1.901 0.290
```